1.
A molecular structure, C24H64B4CaO6, computed with ωB97M-V with the def2-TZVPD basis set.

XYZ file:
```
99
C24H64B4CaO6 ωB97M-V with the def2-TZVPD basis set
Ca -0.337 -2.084 1.577
B 0.326 -0.710 3.520
H 0.265 -1.455 4.471
H -0.717 -0.620 3.032
H 0.693 0.365 3.850
H 1.105 -1.076 2.751
B 2.464 -3.295 0.790
H 2.646 -4.400 1.256
H 3.020 -3.102 -0.258
H 1.317 -3.027 0.702
H 2.948 -2.541 1.564
B 4.150 -0.345 2.281
H 4.679 0.491 3.002
H 4.419 -1.414 2.765
H 2.959 -0.213 2.231
H 4.623 -0.180 1.188
B -0.269 -0.266 -0.019
H -1.203 -0.149 0.644
H 0.703 -0.192 0.583
H -0.277 -1.359 -0.367
H -0.297 0.403 -1.009
C 4.092 0.622 -3.112
C 2.932 0.975 -2.175
C 2.999 -0.116 -1.094
O 4.286 -0.672 -1.205
C 4.672 -0.679 -2.571
H 4.821 1.425 -3.216
H 3.667 0.466 -4.114
H 1.966 0.986 -2.672
H 3.167 1.932 -1.698
H 2.168 -0.818 -1.290
H 2.748 0.109 -0.059
H 4.307 -1.629 -2.983
H 5.764 -0.717 -2.564
C 0.258 3.663 -2.174
C 0.663 3.548 -3.638
C 1.047 4.982 -3.925
O 1.678 5.463 -2.745
C 1.213 4.737 -1.607
H 0.277 2.750 -1.576
H -0.759 4.044 -2.022
H -0.206 3.161 -4.173
H 1.496 2.849 -3.693
H 0.168 5.605 -4.142
H 1.721 5.100 -4.777
H 0.695 5.357 -0.872
H 1.996 4.183 -1.088
C -3.609 0.605 -0.792
C -5.040 0.987 -1.127
C -4.896 2.183 -2.050
O -3.660 2.045 -2.710
C -2.801 1.106 -2.011
H -3.425 -0.448 -0.594
H -3.242 1.198 0.047
H -5.701 1.116 -0.269
H -5.520 0.198 -1.721
H -4.851 3.138 -1.499
H -5.775 2.310 -2.690
H -1.939 1.680 -1.694
H -2.542 0.280 -2.673
C -4.703 -1.257 2.517
C -4.959 -2.783 2.557
C -3.615 -3.370 2.081
O -2.704 -2.284 1.910
C -3.207 -1.180 2.694
H -5.243 -0.857 3.377
H -5.068 -0.775 1.611
H -5.779 -3.052 1.890
H -5.236 -3.043 3.576
H -3.677 -3.959 1.170
H -3.225 -3.987 2.900
H -2.764 -0.240 2.384
H -2.936 -1.384 3.734
C -1.564 -4.769 -2.164
C -2.160 -5.520 -0.961
C -1.234 -5.040 0.138
O -0.994 -3.675 -0.143
C -1.020 -3.458 -1.559
H -2.388 -4.628 -2.865
H -0.747 -5.290 -2.660
H -2.058 -6.594 -1.121
H -3.204 -5.233 -0.836
H -0.299 -5.611 0.114
H -1.651 -5.156 1.141
H -0.033 -3.226 -1.956
H -1.664 -2.600 -1.749
C 2.256 3.313 1.522
C 3.524 3.676 2.289
C 3.229 3.181 3.702
O 2.351 2.106 3.543
C 1.500 2.314 2.419
H 2.637 2.802 0.633
H 1.570 4.083 1.162
H 3.775 4.749 2.325
H 4.428 3.277 1.833
H 2.730 3.968 4.299
H 4.143 2.865 4.207
H 0.558 2.709 2.820
H 1.377 1.373 1.881
```

Results
LUMO: 3.52 eV
Total energy: -2181.0003 Ha
HOMO: -0.029 Eh
Net charge: -2

Here is what Mulliken gives for the atomic charges, in e: number 1, Ca, carries -0.46; number 2, B, carries 0.47; number 3, H, carries -0.33; number 4, H, carries -0.47; number 5, H, carries -0.34; number 6, H, carries -0.18; number 7, B, carries 1.01; number 8, H, carries -0.29; number 9, H, carries -0.47; number 10, H, carries -0.95; number 11, H, carries -0.35; number 12, B, carries 1.54; number 13, H, carries -0.39; number 14, H, carries -0.43; number 15, H, carries -0.69; number 16, H, carries -0.55; number 17, B, carries 5.32; number 18, H, carries -0.65; number 19, H, carries -0.83; number 20, H, carries -1.06; number 21, H, carries -0.64; number 22, C, carries -0.68; number 23, C, carries 0.76; number 24, C, carries 0.74; number 25, O, carries -0.39; number 26, C, carries -0.55; number 27, H, carries 0.36; number 28, H, carries 0.26; number 29, H, carries 0.18; number 30, H, carries -0.40; number 31, H, carries -0.69; number 32, H, carries -0.74; number 33, H, carries 0.26; number 34, H, carries 0.24; number 35, C, carries 0.46; number 36, C, carries -0.14; number 37, C, carries -0.60; number 38, O, carries -0.49; number 39, C, carries -0.25; number 40, H, carries -0.55; number 41, H, carries 0.40; number 42, H, carries 0.33; number 43, H, carries 0.00; number 44, H, carries 0.26; number 45, H, carries 0.36; number 46, H, carries 0.30; number 47, H, carries 0.09; number 48, C, carries 0.35; number 49, C, carries -0.57; number 50, C, carries -0.65; number 51, O, carries -0.49; number 52, C, carries 0.39; number 53, H, carries -0.23; number 54, H, carries 0.00; number 55, H, carries 0.35; number 56, H, carries 0.28; number 57, H, carries 0.28; number 58, H, carries 0.34; number 59, H, carries -0.30; number 60, H, carries 0.12; number 61, C, carries -0.29; number 62, C, carries -0.66; number 63, C, carries -0.26; number 64, O, carries -0.01; number 65, C, carries -0.82; number 66, H, carries 0.35; number 67, H, carries 0.00; number 68, H, carries 0.31; number 69, H, carries 0.31; number 70, H, carries -0.17; number 71, H, carries 0.29; number 72, H, carries 0.32; number 73, H, carries 0.46; number 74, C, carries -0.74; number 75, C, carries -0.45; number 76, C, carries -0.84; number 77, O, carries 0.10; number 78, C, carries -0.25; number 79, H, carries 0.34; number 80, H, carries 0.34; number 81, H, carries 0.33; number 82, H, carries 0.27; number 83, H, carries 0.33; number 84, H, carries 0.30; number 85, H, carries 0.25; number 86, H, carries -0.10; number 87, C, carries 1.13; number 88, C, carries -0.91; number 89, C, carries -0.71; number 90, O, carries -0.45; number 91, C, carries 0.27; number 92, H, carries -0.90; number 93, H, carries 0.25; number 94, H, carries 0.32; number 95, H, carries 0.36; number 96, H, carries 0.31; number 97, H, carries 0.37; number 98, H, carries 0.32; number 99, H, carries -0.73

2.
9 unconnected molecules or ions with the total composition C24H64F2N9O12S2, computed with ωB97M-V with the def2-TZVPD basis set.

XYZ file:
```
113
C24H64F2N9O12S2 ωB97M-V with the def2-TZVPD basis set
N 0.940 -0.611 -1.554
S 0.813 0.723 -0.923
O 2.036 1.394 -0.593
O -0.356 1.071 -0.180
F 0.388 1.458 -2.308
S 1.357 -1.336 -0.074
O 0.291 -1.841 0.706
O 2.436 -0.807 0.728
F 2.037 -2.678 -0.703
C 1.718 0.584 -5.492
C 2.941 0.241 -4.534
O 3.846 0.977 -4.552
N 2.693 -0.987 -3.709
H 1.969 -0.974 -3.004
H 2.188 -1.571 -4.361
C 3.983 -1.563 -3.284
H 0.802 0.684 -4.911
H 1.765 -0.084 -6.353
H 1.890 1.541 -5.985
H 4.666 -1.871 -4.076
H 3.579 -2.461 -2.817
H 4.483 -1.021 -2.482
C 3.866 3.641 -2.568
C 3.826 4.397 -1.284
O 4.530 4.022 -0.269
N 2.552 5.171 -1.138
H 1.907 5.046 -1.906
H 1.967 4.947 -0.346
C 2.767 6.691 -1.297
H 3.402 4.291 -3.310
H 3.274 2.728 -2.511
H 4.902 3.392 -2.797
H 3.381 6.837 -2.186
H 3.270 7.195 -0.472
H 1.743 7.038 -1.430
C -3.866 -4.725 0.401
C -3.558 -3.283 0.863
O -2.454 -2.739 0.732
N -4.759 -2.420 1.252
H -4.584 -1.477 0.935
H -5.576 -2.907 0.911
C -4.919 -2.349 2.802
H -3.874 -4.675 -0.688
H -4.842 -4.993 0.806
H -3.200 -5.555 0.636
H -5.322 -3.298 3.156
H -5.640 -1.579 3.076
H -4.061 -2.324 3.473
C -4.166 6.435 -1.725
C -2.688 6.275 -1.901
O -1.883 7.185 -1.847
N -2.195 4.838 -2.190
H -2.694 4.235 -2.829
H -1.378 4.993 -2.763
C -1.733 4.114 -0.834
H -4.481 7.398 -1.324
H -4.661 5.612 -1.209
H -4.663 6.398 -2.694
H -0.790 4.571 -0.534
H -1.532 3.091 -1.153
H -2.469 4.199 -0.035
C 0.807 -4.565 2.248
C 0.136 -5.862 2.630
O -1.115 -5.937 2.694
N 1.005 -6.892 3.405
H 1.933 -6.624 3.698
H 0.448 -7.284 4.151
C 1.200 -8.200 2.589
H 0.265 -3.651 2.488
H 0.958 -4.505 1.170
H 1.774 -4.471 2.742
H 1.992 -8.845 2.969
H 1.511 -7.970 1.570
H 0.375 -8.909 2.520
C 2.195 0.431 4.506
C 1.955 1.301 3.217
O 0.861 1.244 2.609
N 3.031 2.432 2.909
H 2.575 3.289 2.633
H 3.535 2.676 3.750
C 4.077 1.930 1.926
H 2.048 1.205 5.259
H 3.170 -0.054 4.558
H 1.347 -0.237 4.662
H 3.694 2.146 0.929
H 4.378 0.922 2.209
H 4.875 2.634 2.164
C -2.481 2.809 2.774
C -2.047 1.744 3.830
O -1.237 1.971 4.757
N -2.589 0.304 3.629
H -3.219 -0.020 4.349
H -3.269 0.326 2.883
C -1.508 -0.764 3.352
H -2.324 3.848 3.063
H -3.460 2.732 2.301
H -1.785 2.711 1.942
H -1.949 -1.744 3.537
H -0.716 -0.664 4.095
H -1.113 -0.647 2.343
C -0.523 -4.104 -2.074
C -1.623 -3.274 -2.593
O -2.754 -3.687 -2.793
N -1.171 -1.933 -3.040
H -0.410 -1.799 -2.389
H -0.696 -2.109 -3.914
C -2.164 -0.716 -2.934
H 0.296 -4.129 -2.793
H -0.949 -5.104 -2.003
H -0.153 -3.680 -1.140
H -3.043 -0.982 -3.521
H -1.528 0.080 -3.319
H -2.476 -0.659 -1.891
```

Results
LUMO (alpha / beta): -21.04 / -25.45 eV
Expectation value of S²: 0.76
Total energy: -3340.2615 Ha
HOMO (alpha / beta): -1.020 / -1.020 Eh
2S+1: 2
Net charge: +8

Mulliken atomic charge list, values in e, 99 entries: number 1, N, carries -0.89; number 2, S, carries 0.97; number 3, O, carries -0.46; number 4, O, carries -0.59; number 5, F, carries -0.43; number 6, S, carries 0.33; number 7, O, carries 0.07; number 8, O, carries -0.36; number 9, F, carries -0.32; number 10, C, carries -1.04; number 11, C, carries 0.71; number 12, O, carries 0.10; number 13, N, carries 0.83; number 14, H, carries -0.27; number 15, H, carries 0.63; number 16, C, carries -0.90; number 17, H, carries 0.24; number 18, H, carries 0.48; number 19, H, carries 0.44; number 20, H, carries 0.43; number 21, H, carries 0.40; number 22, H, carries 0.46; number 23, C, carries -0.58; number 24, C, carries 0.48; number 25, O, carries -0.44; number 26, N, carries -0.20; number 27, H, carries 0.36; number 28, H, carries 0.31; number 29, C, carries -0.79; number 30, H, carries 0.48; number 31, H, carries -0.23; number 32, H, carries 0.45; number 33, H, carries 0.38; number 34, H, carries 0.38; number 35, H, carries 0.41; number 36, C, carries -0.96; number 37, C, carries 0.21; number 38, O, carries -0.38; number 39, N, carries 0.02; number 40, H, carries 0.37; number 41, H, carries 0.44; number 42, C, carries -0.80; number 43, H, carries 0.33; number 44, H, carries 0.43; number 45, H, carries 0.28; number 46, H, carries 0.36; number 47, H, carries 0.52; number 48, H, carries 0.19; number 49, C, carries -1.07; number 50, C, carries 0.53; number 51, O, carries -0.36; number 52, N, carries -0.10; number 53, H, carries 0.41; number 54, H, carries 0.33; number 55, C, carries -0.83; number 56, H, carries 0.38; number 57, H, carries 0.34; number 58, H, carries 0.38; number 59, H, carries 0.31; number 60, H, carries 0.24; number 61, H, carries 0.41; number 62, C, carries -0.18; number 63, C, carries 0.25; number 64, O, carries -0.47; number 65, N, carries -0.08; number 66, H, carries 0.41; number 67, H, carries 0.40; number 68, C, carries -0.86; number 69, H, carries -0.11; number 70, H, carries 0.05; number 71, H, carries 0.45; number 72, H, carries 0.39; number 73, H, carries 0.36; number 74, H, carries 0.36; number 75, C, carries -1.00; number 76, C, carries 0.17; number 77, O, carries -0.35; number 78, N, carries -0.05; number 79, H, carries 0.35; number 80, H, carries 0.49; number 81, C, carries -0.36; number 82, H, carries 0.48; number 83, H, carries 0.42; number 84, H, carries 0.22; number 85, H, carries -0.25; number 86, H, carries 0.35; number 87, H, carries 0.55; number 88, C, carries -0.85; number 89, C, carries 0.40; number 90, O, carries -0.40; number 91, N, carries 0.05; number 92, H, carries 0.44; number 93, H, carries 0.25; number 94, C, carries -0.81; number 95, H, carries 0.52; number 96, H, carries 0.50; number 97, H, carries 0.00; number 98, H, carries 0.33; number 99, H, carries 0.09

net charge of number 2 (C24H64F2N9O12S2)?
+8

Which of these has the lowest total energy?
C24H64F2N9O12S2

Which formula does entry 1 have?
C24H64B4CaO6

Which formula does entry 2 have?
C24H64F2N9O12S2